An isolated molecule of C22H34O2. Source: the OMol25 dataset; level of theory: ωB97M-V/def2-TZVPD.

Calculated values
**Relative energy (zero: lowest compared OMol25 entry of this formula, charge and spin)**: 4.30 kJ/mol
**Frontier orbital gap**: 0.3635 Ha
**SMILES**: CC/C=C/C/C=C/C/C=C/C/C=C\C/C=C/CCCC(=O)OCC
**LUMO**: 0.03435 hartree

Last column: natural (NBO) charge in e.
Geometry (Å):
C: 0.623012 3.875714 -2.857166  -0.5983
H: 1.556155 3.722764 -2.319934  0.2063
H: 0.688571 4.810483 -3.409357  0.2081
H: -0.180747 3.960562 -2.129046  0.2021
C: 0.358004 2.708009 -3.807752  -0.4285
C: 0.345667 1.405921 -3.071160  -0.1851
C: -0.694415 0.592922 -2.989999  -0.1803
C: -0.698862 -0.706535 -2.249626  -0.4594
C: -1.658783 -0.759215 -1.094726  -0.1865
C: -2.409161 0.240440 -0.664233  -0.1878
C: -3.388087 0.137493 0.476465  -0.4735
C: -3.042091 -0.964416 1.427065  -0.1784
C: -3.695495 -2.108009 1.537498  -0.1645
C: -3.255551 -3.228299 2.436421  -0.4793
C: -2.547998 -4.246428 1.589793  -0.1619
C: -1.241960 -4.457010 1.529609  -0.1864
C: -0.177699 -3.752902 2.321825  -0.4687
C: 0.362953 -2.578185 1.557780  -0.1599
C: 0.597313 -1.383833 2.074339  -0.1886
C: 1.149573 -0.221786 1.309701  -0.4323
H: 2.198675 -0.074689 1.587112  0.2100
C: 0.375028 1.066315 1.599707  -0.3800
H: -0.694550 0.867049 1.529602  0.2121
C: 0.715741 2.173869 0.597215  -0.5031
C: 2.196404 2.464718 0.616910  0.8055
O: 2.789992 2.988625 1.522577  -0.6095
O: 2.779528 2.057472 -0.518434  -0.5206
C: 4.192208 2.232928 -0.630024  -0.0770
C: 4.950510 1.111861 0.065905  -0.6351
H: 4.635886 0.146128 -0.323127  0.2098
H: 6.016771 1.233102 -0.102204  0.2167
H: 4.758047 1.143583 1.135541  0.2235
H: 4.394679 2.238380 -1.703387  0.1875
H: 4.464097 3.199913 -0.193836  0.1996
H: 0.186530 3.086572 0.876007  0.2336
H: 0.420672 1.870648 -0.406666  0.2338
H: 0.600422 1.410447 2.610976  0.2105
H: 1.113239 -0.437558 0.240987  0.2041
H: 0.401216 -1.198004 3.123447  0.1902
H: 0.570026 -2.765259 0.511770  0.1891
H: -0.555496 -3.418802 3.288684  0.2088
H: 0.640848 -4.457126 2.505471  0.2179
H: -0.869350 -5.192413 0.827146  0.1984
H: -3.198869 -4.817243 0.938939  0.1978
H: -4.126063 -3.690476 2.909254  0.2166
H: -2.594849 -2.840123 3.210160  0.2095
H: -4.564250 -2.305639 0.922696  0.1914
H: -2.160782 -0.797151 2.032296  0.1977
H: -3.405489 1.092340 1.011278  0.2136
H: -4.389456 -0.025597 0.064198  0.2170
H: -2.368412 1.205528 -1.151628  0.1997
H: -1.710167 -1.718065 -0.594280  0.2115
H: 0.308931 -0.925146 -1.881896  0.2089
H: -0.967315 -1.512635 -2.943171  0.2185
H: -1.620303 0.844282 -3.492077  0.1924
H: 1.273426 1.155414 -2.571225  0.1983
H: -0.595506 2.856804 -4.318725  0.2001
H: 1.147584 2.682262 -4.564696  0.2041

Forces on the atoms, in the same order (eV/Å):
-0.033 -0.053 -0.211
0.097 0.030 0.093
0.024 0.126 0.015
-0.059 0.032 0.106
0.012 0.060 0.133
-0.068 0.174 -0.274
0.096 -0.280 0.059
-0.056 0.108 0.006
0.216 -0.111 -0.122
-0.157 0.102 0.082
0.012 -0.125 -0.008
-0.265 0.208 -0.020
-0.016 0.024 0.230
0.113 -0.025 -0.120
-0.158 -0.132 0.095
0.107 -0.178 0.056
0.003 0.043 -0.030
0.009 -0.103 0.250
0.217 0.103 -0.195
-0.172 0.069 0.146
0.049 0.027 -0.084
0.165 0.009 -0.200
-0.032 0.024 0.054
0.037 -0.057 0.215
-0.359 0.165 0.020
0.096 -0.007 0.122
-0.088 -0.221 -0.319
0.521 0.103 0.182
-0.326 0.217 -0.095
0.022 -0.099 -0.037
0.134 -0.015 -0.012
0.028 -0.019 0.072
-0.051 0.039 0.121
-0.037 -0.120 -0.151
0.052 0.037 -0.075
-0.059 0.042 0.016
-0.068 0.000 0.038
0.062 -0.026 -0.080
-0.100 -0.069 0.215
0.056 0.076 -0.217
0.066 -0.022 0.047
-0.067 0.008 0.085
-0.060 -0.085 -0.122
0.014 -0.104 -0.137
0.060 0.032 0.096
-0.043 0.006 0.075
-0.127 0.061 -0.167
0.133 -0.069 0.114
-0.075 -0.008 -0.019
-0.031 0.093 0.086
0.088 0.108 -0.153
-0.071 -0.098 0.137
0.021 -0.060 -0.069
0.100 -0.039 0.037
-0.120 0.159 -0.099
0.114 -0.144 0.152
0.028 -0.036 -0.075
-0.056 0.019 -0.063

A structure of composition C22H35AsN3Pd. Source: the OMol25 dataset; level of theory: ωB97M-V/def2-TZVPD.

Calculated values
**Expectation value of S²**: 2.047
**Frontier orbital gap (alpha / beta)**: 0.3197 / 0.2335 Ha
**Net charge**: +1
**LUMO (alpha / beta)**: -0.06603 / -0.17524 hartree
**2S+1**: 3

Last column: natural (NBO) charge in e.
Geometry (Å):
Pd: 0.446641 0.007049 0.075055  0.5491
C: -1.425830 -2.476828 1.642679  -0.4169
N: -0.824412 -2.147221 0.351429  -0.4653
C: 0.222081 -3.137549 0.032147  -0.4104
C: -1.747139 -1.934958 -0.718073  0.1490
C: -3.068282 -2.341626 -0.654499  -0.2513
C: -3.951390 -2.054477 -1.691621  -0.1564
C: -3.522969 -1.339234 -2.802946  -0.2162
C: -2.205187 -0.937754 -2.891904  -0.2070
C: -1.290201 -1.247135 -1.874077  0.1522
N: 0.005403 -0.766693 -1.815231  -0.4372
C: 0.815899 -0.459605 -2.877855  0.0828
C: 0.617385 -0.890863 -4.206208  -0.1943
C: 1.488470 -0.507585 -5.204895  -0.2011
C: 2.580601 0.300682 -4.907799  -0.1766
C: 2.831403 0.676430 -3.592083  -0.1805
C: 1.982317 0.289392 -2.576722  0.1465
N: 2.300023 0.570985 -1.190377  -0.4832
C: 2.711606 1.968503 -0.965168  -0.4069
C: 3.354508 -0.353329 -0.724873  -0.4128
H: -1.854715 -3.485043 1.655536  0.1930
H: -0.647854 -2.433181 2.403940  0.2166
H: -2.203028 -1.757146 1.893922  0.2111
H: -0.192485 -4.152196 0.044484  0.1947
H: 0.646941 -2.945012 -0.946669  0.2170
H: 1.011255 -3.075365 0.780169  0.2098
H: -3.428016 -2.885609 0.208018  0.2288
H: -4.982320 -2.377698 -1.616569  0.2298
H: -4.222511 -1.071273 -3.583713  0.2326
H: -1.889552 -0.306549 -3.709076  0.2286
H: -0.197093 -1.561099 -4.431801  0.2308
H: 1.326377 -0.848648 -6.219005  0.2336
H: 3.260244 0.607550 -5.691655  0.2305
H: 3.713544 1.261014 -3.364879  0.2178
H: 3.656394 2.208682 -1.464159  0.1859
H: 1.935813 2.638922 -1.325906  0.2197
H: 2.841882 2.120818 0.102463  0.2116
H: 4.300900 -0.171222 -1.245454  0.1954
H: 3.506306 -0.211501 0.343660  0.2154
H: 3.046177 -1.380502 -0.909019  0.2142
C: 1.445053 3.379648 2.793197  -0.6130
C: -0.005985 3.209661 2.354054  -0.7048
As: -0.416089 1.370823 1.881623  0.9086
C: -0.162460 0.440537 3.596076  -0.7171
C: 1.122314 -0.383160 3.643620  -0.6143
C: -2.360598 1.452830 1.720747  -0.7015
C: -3.104661 1.849411 2.993323  -0.6220
H: 1.644423 4.417332 3.063121  0.2298
H: 2.137705 3.105894 1.996143  0.2013
H: 1.677046 2.764511 3.664684  0.2082
H: -0.228448 3.817180 1.477293  0.2299
H: -0.695281 3.501184 3.144108  0.2248
H: -1.036789 -0.194295 3.743748  0.2235
H: -0.170862 1.178331 4.399007  0.2291
H: 1.213385 -1.027322 2.769942  0.1980
H: 1.148708 -1.015665 4.532535  0.2248
H: 2.005958 0.256904 3.664770  0.2131
H: -2.678402 0.472237 1.362580  0.2210
H: -2.562306 2.154240 0.910852  0.2330
H: -2.886684 1.173106 3.820163  0.2080
H: -4.182541 1.822947 2.823578  0.2280
H: -2.852671 2.860539 3.313574  0.2112

Forces on the atoms, in the same order (eV/Å):
-0.134 -0.136 -0.304
0.005 0.028 -0.026
0.109 0.094 -0.051
-0.087 -0.084 0.050
-0.026 -0.081 0.022
-0.104 -0.015 -0.025
0.011 0.010 0.006
-0.045 -0.030 0.067
0.082 -0.012 -0.021
0.236 0.175 -0.010
0.014 -0.190 -0.273
-0.125 -0.034 0.137
0.010 0.034 0.112
0.020 0.007 0.018
0.010 -0.011 0.013
0.036 0.001 -0.126
0.020 -0.038 0.043
-0.097 0.280 0.126
0.048 -0.081 -0.108
-0.002 0.032 -0.024
-0.011 -0.002 -0.002
-0.001 -0.003 -0.014
-0.001 0.012 -0.008
-0.007 0.003 -0.003
0.018 0.028 -0.030
0.025 0.013 0.023
0.001 0.022 -0.030
0.050 0.013 -0.009
0.024 -0.018 0.017
0.041 -0.027 -0.065
-0.093 -0.003 -0.005
-0.003 0.010 0.027
-0.020 -0.002 0.010
-0.017 -0.021 -0.025
-0.019 -0.002 0.024
-0.036 0.010 -0.016
0.007 -0.021 0.048
-0.007 0.005 -0.017
-0.008 0.015 0.035
-0.021 -0.025 0.002
-0.055 0.079 0.019
0.221 -0.019 -0.072
0.132 -0.201 0.483
0.027 0.077 0.034
-0.034 0.101 0.081
-0.039 -0.006 0.093
-0.036 -0.003 -0.078
0.017 -0.025 -0.001
-0.008 -0.006 0.012
-0.015 0.010 -0.013
0.001 0.067 -0.024
-0.011 0.040 0.063
-0.010 -0.050 -0.030
-0.063 0.031 0.029
0.000 -0.081 -0.114
0.010 0.038 0.004
-0.007 -0.006 -0.019
-0.033 -0.023 0.000
-0.027 0.033 -0.049
-0.006 -0.003 -0.006
0.031 0.010 0.012
0.002 -0.014 -0.013

A cluster of 8 separate species, C22H35Br4Cl6F9O6 in total in a non-equilibrium geometry. Source: the OMol25 dataset; level of theory: ωB97M-V/def2-TZVPD.

Calculated values
**Frontier orbital gap**: 0.3843 Ha
**SMILES**: CCOC(=O)C(F)(F)F.CCOC(=O)C(F)(F)F.CCOC(=O)C(F)(F)F.BrCCBr.BrCCBr.ClCCCl.ClCCCl.ClCCCl
**LUMO**: 0.00203 hartree

Last column: Löwdin charge in e.
Geometry (Å):
C: -5.340664 -0.194102 2.490713  -0.0411
C: -4.768261 0.834906 1.480799  -0.2285
O: -5.647314 1.967351 1.308781  0.0345
C: -4.974680 2.922139 0.778350  -0.5331
O: -3.886419 2.978198 0.304880  0.1324
C: -5.763830 4.261908 0.796264  -0.5757
F: -4.945312 5.250075 1.041316  0.1807
F: -6.261772 4.457006 -0.439811  0.1474
F: -6.852378 4.262407 1.578060  0.1579
H: -4.496439 -0.741150 2.854276  0.0605
H: -6.025824 -0.883308 2.003350  0.0762
H: -5.713168 0.354893 3.402147  0.0915
H: -4.813580 0.423804 0.481553  0.1264
H: -3.728465 1.162126 1.788842  0.0765
C: -2.503956 -4.037081 -3.562001  -0.0585
C: -1.489104 -3.738385 -2.481223  -0.2029
O: -1.201349 -5.018365 -1.859765  0.0403
C: -0.109574 -5.173676 -1.161303  -0.4260
O: 0.690571 -4.357537 -0.857781  0.1443
C: 0.016585 -6.657324 -0.828385  -0.5728
F: 0.091369 -6.727796 0.511052  0.1643
F: -1.027370 -7.355940 -1.204420  0.1887
F: 1.087150 -7.199843 -1.395230  0.1874
H: -2.067431 -4.762298 -4.182261  0.0596
H: -2.676958 -3.233235 -4.279607  0.0845
H: -3.475103 -4.398783 -3.206676  0.0906
H: -2.019644 -3.111573 -1.739872  0.1176
H: -0.584855 -3.236208 -2.791496  0.0831
C: 3.900937 -3.087567 -0.916261  -0.0810
C: 4.076564 -2.661421 0.544756  -0.1724
O: 5.465130 -2.798919 1.009417  0.0271
C: 5.898078 -4.060660 1.066170  -0.4180
O: 5.375448 -5.110658 0.852984  0.1846
C: 7.285760 -4.060189 1.695357  -0.5165
F: 7.282576 -3.670537 2.994213  0.1522
F: 7.827902 -5.278360 1.662305  0.1649
F: 8.062761 -3.218253 0.959139  0.1382
H: 3.169931 -2.403352 -1.351142  0.0044
H: 3.459285 -4.127932 -0.903203  0.0911
H: 4.838703 -2.932552 -1.535146  0.1077
H: 3.489284 -3.322856 1.168260  0.1219
H: 3.760809 -1.613888 0.678623  0.0816
Cl: 1.853030 1.817788 -3.737824  0.5532
C: 1.924446 0.116783 -4.275213  -0.6760
C: 3.198583 -0.567440 -3.886966  -0.6980
Cl: 3.097665 -2.232194 -4.408716  0.6058
H: 1.895792 0.243323 -5.330152  0.0529
H: 1.108478 -0.393699 -3.820537  0.0078
H: 3.384762 -0.554776 -2.825220  0.0401
H: 4.136315 -0.107894 -4.303115  0.0975
Cl: -0.273639 4.569726 -0.180809  0.5856
C: -0.993080 4.634323 -1.821053  -0.7055
C: -2.059896 5.603629 -1.908077  -0.7351
Cl: -2.675041 5.487937 -3.510298  0.6413
H: -1.343509 3.650600 -2.125381  0.0589
H: -0.172642 4.795106 -2.568451  0.0894
H: -1.739379 6.634331 -1.760714  0.0835
H: -2.820965 5.353237 -1.182733  0.0629
Cl: 3.126672 1.313365 0.406558  0.6131
C: 3.083225 2.057761 1.971945  -0.7176
C: 3.852389 1.303714 3.052256  -0.6140
Cl: 2.933779 -0.190302 3.438889  0.5232
H: 2.035106 2.174505 2.305581  0.0438
H: 3.464721 3.114541 1.931546  0.0930
H: 3.946241 1.850370 3.956228  0.0529
H: 4.871409 0.940338 2.716605  0.0908
Br: -3.991179 3.142393 3.837758  0.7683
C: -2.317120 4.060381 4.393705  -0.6256
C: -1.625556 4.504089 3.167286  -0.7491
Br: 0.136010 5.122444 3.645303  0.6428
H: -1.775315 3.217279 4.906488  0.0754
H: -2.685035 4.866555 5.016729  0.0575
H: -2.086271 5.328162 2.712786  0.0382
H: -1.406335 3.636064 2.519512  0.0263
Br: -0.683753 0.275726 2.174996  0.5917
C: -1.261153 0.697361 0.309835  -0.6640
C: -0.188929 0.720963 -0.719272  -0.6909
Br: 0.394864 -1.097949 -1.070727  0.7624
H: -1.637612 1.684103 0.425805  0.0062
H: -2.038621 0.022933 0.037648  0.0420
H: 0.597182 1.493442 -0.584680  0.0227
H: -0.671013 1.009950 -1.663542  0.0553

Forces on the atoms, in the same order (eV/Å):
0.226 1.891 0.128
0.150 -1.620 0.566
0.289 -0.888 1.177
-1.056 3.235 -0.033
1.219 -0.819 -0.500
-1.288 -1.080 -1.076
0.237 0.823 0.750
0.141 0.049 -0.613
0.702 0.219 0.626
0.555 -0.596 0.128
-0.351 0.223 0.376
-0.151 -0.703 -1.056
0.859 -0.562 -0.181
-1.395 -0.245 -0.522
-0.039 0.481 -0.362
-1.752 0.433 0.961
-0.713 0.555 -0.774
-0.389 -0.491 -0.800
0.902 0.881 0.395
0.132 0.215 0.893
0.421 -0.398 0.079
-0.746 -0.603 -0.262
0.427 0.046 0.167
0.386 -1.472 -0.867
0.012 0.483 0.521
0.382 0.101 0.191
0.741 -0.180 0.007
0.230 -0.117 -0.215
0.071 -0.300 -0.083
0.153 0.029 -0.496
-0.664 -0.633 -0.572
0.144 0.372 1.389
-0.856 0.310 -0.619
1.080 0.253 -0.074
-0.055 0.090 -0.906
-0.042 0.371 -0.088
0.017 -0.384 0.782
-0.162 -0.232 -0.060
0.913 1.122 -0.624
-0.980 -0.617 0.825
-0.263 0.112 0.263
0.582 -0.467 0.293
0.127 0.268 0.536
0.785 0.790 0.155
1.718 1.053 0.106
0.009 -0.777 -0.276
-0.474 -0.559 -0.867
-0.759 -0.342 -0.063
-0.355 -0.089 0.509
-1.117 -0.339 -0.053
-0.047 -0.093 -0.124
2.729 -1.598 -0.921
-0.651 1.413 0.984
-0.960 0.035 -1.573
-0.248 -0.208 0.565
-0.536 0.352 0.878
0.099 -0.115 0.185
-0.402 0.083 0.081
0.145 -0.315 -0.672
-0.027 1.890 1.778
0.692 -1.473 -1.644
0.098 -0.118 0.181
0.400 -0.305 -0.302
-0.071 -1.020 -0.315
-0.013 0.652 0.686
-1.184 0.665 0.276
0.051 0.239 0.215
-0.553 -1.729 0.617
1.218 -1.577 -0.048
0.637 0.312 0.251
-0.454 1.345 -0.230
0.399 -0.091 0.301
-0.758 0.775 -0.968
-0.526 0.708 0.008
-0.103 0.033 -0.818
0.739 0.339 0.984
-0.011 0.550 -0.898
0.588 0.234 0.169
-0.556 0.828 -0.015
-0.540 -0.562 0.068
-0.124 -1.079 0.314
-0.033 -0.061 0.205